C26H61ClO21P5S | wB97M-V/def2-TZVPD

## Properties
Charge: +1
HOMO-LUMO gap, eV: 7.4
Maximum force, hartree/bohr: 0.1703

Each line ends with the Mulliken charge.
Positions of all 115 atoms, in Å:
C  0.70004  -2.34356  2.44036  -1.297
C  1.83142  -1.34981  2.87993  0.185
C  2.06239  -0.19330  1.85958  -0.447
C  1.91619  1.22120  2.45506  -0.925
O  0.72279  1.95474  1.94874  -0.299
S  -0.55449  1.08899  2.36176  0.958
Cl  -0.92583  1.29569  4.35947  -0.153
C  -2.03002  1.83117  1.58193  -1.044
C  -3.08527  0.73052  1.68244  0.666
C  -2.97503  -0.30186  0.75022  -0.243
C  -3.88315  -1.36169  0.81061  -0.927
C  -4.86168  -1.37062  1.79609  -0.319
C  -4.97036  -0.32129  2.70948  -0.693
C  -4.07443  0.73720  2.66450  -0.356
H  1.04360  -3.34360  2.75125  0.399
H  0.54941  -2.36771  1.35334  0.299
H  -0.23481  -2.17449  2.99565  0.274
H  1.47931  -0.93169  3.83923  0.319
H  2.76757  -1.90851  3.07459  -0.089
H  3.11829  -0.27652  1.54644  0.271
H  1.47441  -0.30567  0.93467  0.496
H  1.82974  1.20052  3.55456  0.624
H  2.80446  1.83461  2.25231  0.260
H  -2.31579  2.74706  2.11432  0.587
H  -1.84862  2.02530  0.51516  0.340
H  -2.19799  -0.33675  -0.01584  0.425
H  -3.76557  -2.15886  0.07751  0.443
H  -5.55750  -2.21116  1.86283  0.412
H  -5.75373  -0.34684  3.46623  0.388
H  -4.09231  1.57094  3.37025  0.431
C  -2.42731  5.53172  -3.26936  -0.747
O  -3.29071  4.48050  -2.79702  -0.298
P  -4.05721  4.74026  -1.30673  1.020
O  -4.38166  3.28816  -1.12841  -0.648
O  -5.26166  5.56452  -2.03219  -0.319
C  -5.89859  5.01766  -3.18400  -0.638
O  -4.65109  5.15575  0.20165  -0.226
C  -5.03370  6.51940  0.46995  -0.645
H  -2.12925  5.29554  -4.28853  0.252
H  -2.94838  6.49365  -3.26673  0.354
H  -1.53476  5.59646  -2.64457  0.300
H  -5.83806  3.92958  -3.20052  0.328
H  -5.44817  5.42442  -4.09013  0.232
H  -6.94577  5.31423  -3.15757  0.261
H  -6.05332  6.68523  0.12693  0.236
H  -4.36303  7.22809  -0.01156  0.319
H  -4.99973  6.67680  1.54697  0.234
C  7.55225  3.75396  -1.19401  -0.652
O  7.54074  2.50416  -0.46893  -0.329
P  6.04637  1.93811  0.02687  0.819
O  6.51374  0.96779  1.05020  -0.660
O  5.75524  1.24486  -1.41765  -0.269
C  6.70842  0.33022  -1.95407  -0.738
O  4.42526  1.91525  0.40618  -0.161
C  3.44615  2.32949  -0.55612  -0.511
H  8.55756  3.91545  -1.57420  0.243
H  6.85553  3.72079  -2.03691  0.275
H  7.28779  4.57629  -0.52835  0.299
H  7.29153  -0.15250  -1.16978  0.379
H  7.37407  0.85570  -2.63913  0.266
H  6.17169  -0.43306  -2.51683  0.238
H  3.19853  1.49412  -1.20969  0.010
H  3.78450  3.17499  -1.15247  0.467
H  2.54575  2.62031  -0.01296  0.292
C  -10.70166  -3.74635  1.62607  -0.728
O  -9.47925  -3.21915  1.07562  -0.325
P  -8.40611  -4.33777  0.42436  1.013
O  -7.19631  -3.47256  0.41167  -0.544
O  -9.20242  -4.32644  -1.00043  -0.309
C  -9.44147  -3.08973  -1.66245  -0.611
O  -7.68758  -5.77608  0.02586  -0.343
C  -8.48143  -6.83860  -0.53521  -0.578
H  -11.35306  -2.91044  1.86997  0.248
H  -11.20767  -4.39058  0.90105  0.333
H  -10.49262  -4.31056  2.53580  0.307
H  -8.69708  -2.33864  -1.39749  0.286
H  -10.43843  -2.72022  -1.41779  0.231
H  -9.39564  -3.27034  -2.73536  0.254
H  -8.57402  -6.69468  -1.61001  0.224
H  -9.46983  -6.88521  -0.08281  0.293
H  -7.96486  -7.77953  -0.35339  0.248
C  2.19369  1.94360  -4.13219  -0.709
O  3.33395  2.67100  -4.61637  -0.312
P  4.57351  1.74760  -5.31710  1.180
O  5.57908  2.84703  -5.20856  -0.707
O  3.83688  1.72677  -6.77133  -0.326
C  3.36492  2.94511  -7.33700  -0.687
O  5.69654  0.62134  -5.82680  -0.280
C  5.26273  -0.55509  -6.53565  -0.647
H  1.42502  2.66136  -3.85020  0.269
H  1.79366  1.28397  -4.90854  0.398
H  2.46733  1.35324  -3.25611  0.213
H  3.92848  3.80418  -6.97314  0.342
H  2.30567  3.07809  -7.11107  0.242
H  3.48009  2.87758  -8.41754  0.253
H  5.15547  -0.32370  -7.59410  0.243
H  4.32158  -0.93712  -6.14464  0.316
H  6.02853  -1.32109  -6.42364  0.249
C  6.91670  -4.69276  7.15601  -0.720
O  5.62568  -5.09610  6.66012  -0.306
P  4.87598  -4.05170  5.58055  1.031
O  3.49682  -4.59400  5.68420  -0.702
O  5.67260  -4.68199  4.30348  -0.308
C  5.61329  -6.08384  4.06610  -0.697
O  4.53511  -2.66634  4.73056  -0.284
C  5.59898  -2.03953  3.98107  -0.599
H  7.33939  -5.52239  7.71762  0.246
H  7.58974  -4.44396  6.33003  0.324
H  6.81362  -3.83211  7.81808  0.312
H  4.70294  -6.52443  4.47293  0.349
H  6.48468  -6.57475  4.50171  0.239
H  5.63258  -6.24195  2.98868  0.255
H  5.68728  -2.51482  3.00574  0.234
H  6.54999  -2.09694  4.50585  0.436
H  5.34125  -0.99133  3.83269  0.189

---

C26H61FN3O14P3S | wB97M-V/def2-TZVPD

## Properties
Charge: 0
Relative energy (zero: lowest compared OMol25 entry of this formula, charge and spin), kJ/mol: 0.0
HOMO-LUMO gap, eV: 7.8
Maximum force, hartree/bohr: 0.1163

Each line ends with the Mulliken charge.
Positions of all 109 atoms, in Å:
C  2.63387  -3.49276  1.52220  -1.186
C  2.41705  -2.00747  1.26605  0.024
O  2.29642  -1.77478  -0.13616  -0.279
C  1.08262  -1.18662  -0.58308  1.355
C  0.68806  -1.86156  -1.90951  -1.317
O  -0.61159  -2.42559  -1.89519  -0.126
C  -0.64176  -3.81975  -2.17588  -0.510
C  -2.02573  -4.23047  -2.59201  -0.852
O  -3.02260  -3.85967  -1.66488  0.303
C  -4.17894  -4.64927  -1.74738  -1.586
C  -5.06690  -4.44805  -0.52975  0.199
N  -5.13379  -3.04493  -0.10735  0.059
C  -5.43541  -2.09078  -1.19889  -1.358
C  -4.25665  -1.14344  -1.44829  2.144
C  -4.45226  0.21055  -0.79661  -1.824
F  -4.16023  -0.91857  -2.82833  -0.442
C  -4.65617  -5.42570  0.59510  -0.170
C  -5.36609  -5.26110  1.93114  -1.390
O  -5.25953  -3.98313  2.55265  -0.147
N  -4.90096  -4.13830  3.94837  0.027
O  -4.30061  -3.22288  4.30529  -0.173
O  -3.24140  -5.61393  0.63196  -0.388
C  -2.44071  -4.94576  1.57916  -0.039
N  -1.08846  -5.48102  1.35507  -0.478
P  -2.18358  -3.09946  1.42764  0.712
S  -0.83450  -2.57943  2.76505  -0.456
H  3.61501  -3.78821  1.14353  0.341
H  2.58718  -3.67168  2.59977  0.386
H  1.85987  -4.08197  1.02516  0.111
H  3.32222  -1.48114  1.59748  0.300
H  1.56315  -1.62145  1.83013  0.066
H  1.29057  -0.13042  -0.79922  -0.524
H  0.25126  -1.31338  0.11950  -0.123
H  1.46656  -2.60397  -2.12036  0.443
H  0.73546  -1.12463  -2.72220  0.183
H  -0.24589  -4.36538  -1.30872  0.099
H  -0.00903  -4.00859  -3.05580  0.594
H  -2.26914  -3.73322  -3.54454  0.289
H  -2.01740  -5.31179  -2.79240  0.367
H  -4.75214  -4.36477  -2.64430  0.427
H  -3.96130  -5.71919  -1.87290  0.544
H  -6.07072  -4.79148  -0.84644  0.342
H  -5.91556  -2.97267  0.53304  0.341
H  -6.27136  -1.47247  -0.85588  0.499
H  -5.76484  -2.54857  -2.13680  0.302
H  -3.34066  -1.57965  -1.04863  -0.468
H  -3.76104  0.95078  -1.20450  0.378
H  -4.31374  0.17023  0.28676  0.380
H  -5.45908  0.58742  -1.01020  0.403
H  -5.04898  -6.38848  0.24227  0.454
H  -5.00886  -6.02851  2.62782  0.518
H  -6.42796  -5.47954  1.75863  0.529
H  -2.71791  -5.15545  2.62202  0.426
H  -1.23718  -6.39168  0.92136  0.213
H  -0.66415  -5.69810  2.25178  0.281
H  -1.72443  -2.82820  0.13567  -0.305
H  -3.35596  -2.40468  1.70429  0.005
C  8.24661  4.75528  -0.74235  -0.991
C  8.12974  3.26079  -0.51493  -0.336
O  6.80932  2.75957  -0.76532  -0.238
P  6.24693  2.74435  -2.25863  0.618
O  7.07559  1.92422  -3.13659  -0.814
O  4.87847  1.94158  -2.02034  -0.121
C  4.60737  0.67917  -2.63061  -0.362
C  4.96982  -0.46143  -1.70655  -0.888
O  5.63425  4.17189  -2.41796  -0.246
C  4.25527  4.53901  -2.23757  -0.385
C  3.85797  4.57277  -0.78094  -0.417
H  8.11573  5.00688  -1.79603  0.275
H  9.23194  5.10575  -0.43355  0.409
H  7.48244  5.29242  -0.17963  0.222
H  8.84657  2.71728  -1.13475  0.324
H  8.34550  3.02362  0.52596  0.307
H  5.11233  0.59350  -3.59250  0.422
H  3.53294  0.66548  -2.82998  0.254
H  6.01256  -0.39525  -1.39175  0.370
H  4.81252  -1.42203  -2.19864  0.410
H  4.35350  -0.43039  -0.80829  0.027
H  3.60300  3.89796  -2.82740  0.236
H  4.17112  5.53941  -2.66225  0.378
H  3.96333  3.59538  -0.31264  0.235
H  2.81735  4.88928  -0.69472  0.082
H  4.48648  5.27305  -0.22876  0.244
C  1.31931  2.15609  0.41116  -0.263
C  0.45270  1.99622  1.64725  -0.625
O  -0.24787  3.19218  2.00188  -0.349
P  -1.43825  3.74735  1.03942  0.983
O  -2.46785  2.69137  1.15449  -0.757
O  -1.99010  4.93072  1.98145  -0.316
C  -3.32160  4.94051  2.49752  -0.329
C  -3.36480  4.34157  3.88618  -1.119
O  -0.55422  4.62277  0.08470  -0.274
C  -0.29111  6.03267  0.21951  -0.328
C  0.68358  6.32177  1.33549  -0.886
H  0.71147  2.31996  -0.48154  0.315
H  1.91362  1.25494  0.25112  0.148
H  1.98719  3.01256  0.51401  0.004
H  -0.26452  1.18194  1.51351  0.339
H  1.07361  1.74899  2.50758  0.335
H  -4.00764  4.42976  1.82269  0.343
H  -3.62597  5.98874  2.53390  0.337
H  -2.94314  3.33636  3.88732  0.272
H  -4.39105  4.29414  4.25298  0.395
H  -2.77402  4.94432  4.57781  0.302
H  -1.21728  6.59436  0.32491  0.361
H  0.14428  6.33255  -0.73390  0.350
H  0.29731  6.00176  2.30130  0.267
H  0.87877  7.39443  1.37562  0.435
H  1.62484  5.79714  1.16770  0.146

---

- The lowest HOMO-LUMO gap belongs to which entry?
  C26H61ClO21P5S

---

- What is the charge in the second record?
  0

---

- The highest HOMO-LUMO gap belongs to which entry?
  C26H61FN3O14P3S

---

- The highest maximum force belongs to which entry?
  C26H61ClO21P5S